(1)
Below is a structure of composition C14H20BBa2Br10O8 at a distorted geometry, with properties calculated with ωB97M-V/def2-TZVPD.

Results
- HOMO level (eV) = -12.61
- E (Ha) = -26962.47772
- molar mass (g mol⁻¹) = 1400.8
- LUMO level (eV) = -10.33
- net charge = +3
- orbital gap (eV) = 2.289

Cartesian coordinates (Å):
1 Ba -24.567 -16.485 9.368
2 Ba -24.549 -0.974 10.603
3 O -22.601 -11.473 7.644
4 C -22.096 -10.345 7.710
5 O -22.573 -9.353 8.351
6 B -21.819 -8.118 8.107
7 O -20.668 -8.515 7.280
8 C -20.935 -9.776 6.888
9 O -20.280 -10.525 6.124
10 O -21.481 -7.391 9.382
11 C -21.902 -6.161 9.269
12 O -21.755 -5.337 10.121
13 C -22.628 -6.002 7.922
14 O -22.632 -7.171 7.359
15 O -23.203 -4.982 7.539
16 Br -16.566 -4.520 15.874
17 C -17.835 -3.205 16.670
18 C -19.134 -3.175 15.841
19 Br -20.644 -1.960 16.435
20 H -17.446 -2.186 16.672
21 H -18.013 -3.548 17.689
22 H -19.508 -4.195 15.763
23 H -18.906 -2.871 14.819
24 Br -21.197 -2.480 1.373
25 C -21.301 -4.420 1.346
26 C -22.751 -4.821 1.753
27 Br -22.879 -6.748 2.270
28 H -20.674 -4.879 2.111
29 H -21.000 -4.865 0.398
30 H -23.423 -4.635 0.914
31 H -23.164 -4.207 2.554
32 Br -16.548 -3.976 8.599
33 C -16.011 -5.868 8.616
34 C -16.082 -6.366 10.109
35 Br -15.078 -8.109 10.270
36 H -14.976 -5.894 8.276
37 H -16.723 -6.403 7.986
38 H -17.131 -6.507 10.371
39 H -15.690 -5.548 10.714
40 Br -15.175 -11.237 0.465
41 C -16.718 -10.212 1.131
42 C -17.976 -10.629 0.342
43 Br -17.834 -9.751 -1.516
44 H -16.474 -9.154 1.034
45 H -16.878 -10.466 2.179
46 H -18.953 -10.290 0.688
47 H -18.114 -11.695 0.161
48 Br -19.376 -9.786 13.603
49 C -20.570 -11.295 13.035
50 C -19.664 -12.120 12.113
51 Br -20.256 -14.076 11.999
52 H -21.420 -10.842 12.524
53 H -20.770 -11.777 13.993
54 H -18.624 -12.108 12.440
55 H -19.541 -11.723 11.105

=====

(2)
Below is a structure of composition C7H6S at a distorted geometry, with properties calculated with ωB97M-V/def2-TZVPD.

Results
- HOMO level (eV) = -8.23
- E (Ha) = -668.49900
- molar mass (g mol⁻¹) = 122.2
- LUMO level (eV) = 0.86
- net charge = 0
- orbital gap (eV) = 9.089

Cartesian coordinates (Å):
1 C 0.274 -0.278 -2.224
2 C -0.207 0.967 -0.458
3 C -0.441 1.449 0.816
4 C -0.298 0.518 1.848
5 C 0.069 -0.813 1.606
6 C 0.296 -1.264 0.301
7 C 0.149 -0.348 -0.722
8 H 1.265 -0.417 -2.631
9 H -0.460 -0.859 -2.772
10 H -0.733 2.497 1.004
11 H -0.461 0.827 2.860
12 H 0.176 -1.483 2.407
13 H 0.572 -2.310 0.113
14 S -0.202 1.514 -2.151

=====

(3)
Below is a structure of composition H10Na6O9S at a distorted geometry, with properties calculated with ωB97M-V/def2-TZVPD.

Results
- HOMO level (eV) = -21.63
- E (Ha) = -2053.97295
- molar mass (g mol⁻¹) = 324.1
- LUMO level (eV) = -14.07
- net charge = +4
- orbital gap (eV) = 7.564

Cartesian coordinates (Å):
1 Na -0.353 1.927 -3.654
2 Na 2.096 0.249 1.418
3 Na -3.067 -0.597 -1.516
4 Na -1.373 3.502 -0.635
5 Na 2.370 4.126 -1.203
6 Na -0.471 -1.807 -4.146
7 S -0.191 0.518 -1.046
8 O -0.630 -0.069 -2.338
9 O -1.411 0.750 -0.258
10 O 0.752 -0.382 -0.395
11 O 0.479 1.797 -1.294
12 O -1.956 0.453 2.335
13 H -1.919 0.585 1.376
14 H -1.463 -0.366 2.504
15 O -0.148 -2.925 0.294
16 H 0.116 -1.991 0.206
17 H -1.111 -2.932 0.289
18 O 1.991 -1.956 -2.459
19 H 2.556 -1.281 -2.856
20 H 1.775 -1.614 -1.588
21 O 0.338 2.089 2.349
22 H -0.020 2.974 2.485
23 H -0.461 1.510 2.300
24 O 0.421 -1.244 2.566
25 H 0.801 -1.811 1.882
26 H 0.878 -1.505 3.383

=====

(4)
Below is an isolated molecule of C6H19N3OSi at a distorted geometry, with properties calculated with ωB97M-V/def2-TZVPD.

Results
- SMILES = CN[Si](NC)(NC)OC(C)C
- HOMO level (eV) = -8.88
- E (Ha) = -768.98836
- molar mass (g mol⁻¹) = 177.3
- LUMO level (eV) = 0.78
- net charge = 0
- orbital gap (eV) = 9.658

Cartesian coordinates (Å):
1 C 2.164 -1.055 -0.922
2 C 3.482 0.735 0.519
3 C -2.620 -0.386 -1.415
4 C -1.668 2.931 0.318
5 C -1.015 -2.304 1.130
6 C 2.187 -0.098 0.280
7 N -1.224 -0.139 -1.279
8 N -1.623 1.656 0.966
9 N -1.128 -0.921 1.506
10 O 1.222 0.920 0.172
11 Si -0.810 0.327 0.306
12 H 2.252 -2.034 -0.460
13 H 1.260 -0.943 -1.435
14 H 3.090 -0.785 -1.618
15 H 4.443 0.070 0.578
16 H 3.458 1.469 1.462
17 H 3.754 1.285 -0.397
18 H -2.747 -0.692 -2.550
19 H -3.083 -1.152 -0.823
20 H -3.138 0.490 -1.281
21 H -2.107 2.611 -0.751
22 H -2.346 3.737 0.759
23 H -0.685 3.395 -0.024
24 H -1.792 -2.966 1.607
25 H -0.975 -2.343 0.121
26 H -0.144 -2.795 1.400
27 H 2.216 -0.775 1.242
28 H -0.581 -0.481 -2.001
29 H -1.827 1.465 1.894
30 H -0.591 -0.881 2.344

=====

(5)
Below is a cluster of 2 separate species, C3H9NO in total at a distorted geometry, with properties calculated with ωB97M-V/def2-TZVPD.

Results
- SMILES = C/C=C/N.O
- HOMO level (eV) = -8.09
- E (Ha) = -249.66998
- molar mass (g mol⁻¹) = 75.1
- LUMO level (eV) = 0.78
- net charge = 0
- orbital gap (eV) = 8.871

Cartesian coordinates (Å):
1 C -0.615 0.920 2.247
2 C -0.569 1.190 0.771
3 C 0.206 0.488 -0.045
4 N 0.401 0.771 -1.411
5 H 0.005 0.056 2.447
6 H -0.160 1.760 2.784
7 H -1.608 0.850 2.686
8 H -1.042 2.075 0.346
9 H 0.787 -0.373 0.278
10 H 0.443 -0.019 -2.045
11 H -0.235 1.495 -1.719
12 H 0.616 -2.478 -1.615
13 H 0.868 -3.845 -2.290
14 O 0.901 -2.890 -2.435

=====

(6)
Below is a structure of composition C3H5N3O at a distorted geometry, with properties calculated with ωB97M-V/def2-TZVPD.

Results
- HOMO level (eV) = -8.64
- E (Ha) = -356.62635
- molar mass (g mol⁻¹) = 99.1
- LUMO level (eV) = 0.70
- net charge = 0
- orbital gap (eV) = 9.340

Cartesian coordinates (Å):
1 C -0.774 0.517 1.504
2 C 0.374 -0.290 -0.335
3 C 0.928 -0.995 -1.324
4 H -1.524 -0.042 2.229
5 H -1.240 1.608 0.717
6 H 0.129 1.192 2.066
7 H -1.243 -1.410 0.745
8 H 1.377 -1.985 -1.350
9 N -0.342 -0.773 0.708
10 N 0.714 1.158 -1.897
11 N 0.360 1.093 -0.771
12 O 1.241 -0.072 -2.292

=====

(7)
Below is a structure of composition C17H28FO4Zn at a distorted geometry, with properties calculated with ωB97M-V/def2-TZVPD.

Results
- spin multiplicity = 2
- <S²> = 0.755
- HOMO level (alpha / beta) (eV) = -12.81 / -12.80
- E (Ha) = -2843.95675
- molar mass (g mol⁻¹) = 380.8
- LUMO level (alpha / beta) (eV) = -10.25 / -10.64
- net charge = +2
- orbital gap (alpha / beta) (eV) = 2.563 / 2.158

Cartesian coordinates (Å):
1 Zn 1.185 -0.761 -30.449
2 C -2.436 1.618 -29.324
3 C -1.664 0.297 -29.380
4 O -0.327 0.255 -29.572
5 H -2.199 2.210 -28.440
6 H -3.511 1.444 -29.267
7 H -2.219 2.272 -30.168
8 H -2.103 -0.283 -30.192
9 H -1.858 -0.349 -28.523
10 F -9.601 -0.404 -25.819
11 C -8.648 -0.256 -26.764
12 C -8.656 -0.959 -27.936
13 C -7.598 -0.852 -28.796
14 C -6.613 0.042 -28.489
15 C -6.606 0.792 -27.334
16 C -7.648 0.636 -26.426
17 H -9.419 -1.704 -28.103
18 H -7.558 -1.401 -29.726
19 H -5.799 0.150 -29.190
20 H -5.840 1.512 -27.088
21 H -7.655 1.116 -25.459
22 C -1.937 0.007 -33.155
23 C -0.823 -1.010 -33.172
24 O -0.039 -1.072 -32.241
25 C -0.832 -2.085 -34.314
26 H -2.265 0.194 -34.178
27 H -1.537 0.931 -32.736
28 H -2.798 -0.218 -32.525
29 H -0.099 -2.884 -34.204
30 H -0.717 -1.730 -35.338
31 H -1.754 -2.654 -34.433
32 C 1.125 3.809 -28.830
33 C 1.896 5.064 -28.812
34 O 2.863 5.213 -29.588
35 C 1.711 6.071 -27.641
36 H 0.155 3.814 -28.334
37 H 1.583 2.882 -28.485
38 H 0.887 3.522 -29.854
39 H 2.374 6.933 -27.723
40 H 2.014 5.550 -26.733
41 H 0.673 6.361 -27.479
42 C 3.065 2.964 -31.934
43 C 2.259 1.721 -32.299
44 O 1.800 0.992 -31.362
45 C 2.091 1.249 -33.747
46 H 2.250 3.608 -31.604
47 H 3.624 3.152 -32.851
48 H 3.752 2.789 -31.106
49 H 1.040 0.980 -33.855
50 H 2.744 0.413 -33.994
51 H 2.312 1.976 -34.529

=====

(8)
Below is an isolated molecule of C6H8FNOS2 at a distorted geometry, with properties calculated with ωB97M-V/def2-TZVPD.

Results
- HOMO level (eV) = -8.02
- E (Ha) = -1259.53240
- molar mass (g mol⁻¹) = 193.3
- LUMO level (eV) = 0.05
- net charge = 0
- orbital gap (eV) = 8.071

Cartesian coordinates (Å):
1 C 0.762 -1.206 -0.149
2 C -0.533 -1.439 -0.421
3 C 0.968 0.160 0.200
4 C -1.485 -0.039 -0.502
5 C 2.731 0.693 1.969
6 C 2.183 0.870 0.607
7 N -3.441 -0.544 -2.203
8 O -3.500 1.438 -0.562
9 F -1.062 -2.583 -0.823
10 S -0.408 1.195 0.006
11 S -3.238 0.008 -0.570
12 H 1.292 -2.073 -0.053
13 H 2.154 1.188 2.791
14 H 3.629 1.314 2.152
15 H 2.866 -0.400 2.254
16 H 2.872 0.498 -0.153
17 H 2.118 1.956 0.519
18 H -3.771 0.172 -2.755
19 H -4.136 -1.209 -2.308

=====

(9)
Below is a cluster of 7 separate species, C7H28NO6 in total at a distorted geometry, with properties calculated with ωB97M-V/def2-TZVPD.

Results
- HOMO level (eV) = -12.34
- E (Ha) = -789.41652
- molar mass (g mol⁻¹) = 222.3
- LUMO level (eV) = -2.29
- net charge = +1
- orbital gap (eV) = 10.056

Cartesian coordinates (Å):
1 C -1.117 1.573 0.614
2 C -0.619 0.167 0.513
3 C 0.331 -0.137 -0.683
4 C 1.806 -0.070 -0.445
5 C 2.344 -1.162 0.510
6 C 1.836 -2.551 0.261
7 C 1.813 -3.225 -0.876
8 N -1.792 -0.732 0.062
9 H -2.016 1.684 -0.023
10 H -0.311 2.256 0.426
11 H -1.433 1.967 1.581
12 H -0.190 -0.313 1.459
13 H 0.111 -1.147 -1.120
14 H -0.095 0.527 -1.525
15 H 2.395 -0.211 -1.371
16 H 2.110 0.874 0.002
17 H 3.421 -1.077 0.542
18 H 2.218 -0.953 1.553
19 H 1.347 -3.003 1.172
20 H 1.486 -4.106 -1.264
21 H 2.046 -2.632 -1.806
22 H -2.423 -1.022 0.825
23 H -1.401 -1.641 -0.326
24 H -2.447 -0.552 -0.803
25 H -2.085 -3.746 2.138
26 H -0.764 -2.885 2.149
27 O -1.736 -2.907 1.876
28 H -0.421 -1.589 4.285
29 H 1.021 -1.443 4.217
30 O 0.275 -1.743 3.628
31 H -1.548 0.296 -2.494
32 H -2.953 0.181 -3.177
33 O -2.399 -0.197 -2.450
34 H -0.539 3.791 2.223
35 H 0.973 4.040 2.174
36 O 0.315 3.347 2.212
37 H -0.027 4.117 -1.286
38 H 1.319 4.235 -2.020
39 O 0.682 3.612 -1.740
40 H -0.155 2.337 -3.009
41 H -0.595 2.127 -4.441
42 O -0.783 1.913 -3.559

=====

(10)
Below is a cluster of 12 separate species, C5H33NO13 in total at a distorted geometry, with properties calculated with ωB97M-V/def2-TZVPD.

Results
- SMILES = CCN[C@H](C=O)CO.O.O.O.O.O.O.O.O.O.O.O
- HOMO level (eV) = -8.99
- E (Ha) = -1243.09191
- molar mass (g mol⁻¹) = 315.3
- LUMO level (eV) = -0.03
- net charge = 0
- orbital gap (eV) = 8.957

Cartesian coordinates (Å):
1 C -1.294 -1.286 -0.800
2 N -1.204 0.096 -0.196
3 C -2.301 0.642 0.600
4 C -1.786 1.974 1.263
5 O -2.598 2.169 2.413
6 C -3.492 0.987 -0.278
7 O -3.341 1.687 -1.255
8 C -2.716 -1.943 -0.665
9 H -1.182 -1.198 -1.891
10 H -0.671 -1.925 -0.198
11 H -0.824 0.609 -0.978
12 H -2.679 -0.106 1.288
13 H -1.822 2.801 0.556
14 H -0.697 1.944 1.441
15 H -2.144 1.695 3.120
16 H -4.413 0.440 -0.115
17 H -2.588 -2.972 -0.998
18 H -2.844 -1.990 0.423
19 H -3.401 -1.524 -1.404
20 H 4.023 0.627 2.024
21 H 2.854 0.291 1.137
22 O 3.166 0.983 1.748
23 H 3.404 3.317 -1.088
24 H 2.790 4.330 -2.101
25 O 3.399 3.591 -2.013
26 H 2.000 0.442 -1.303
27 H 0.852 -0.004 -0.355
28 O 1.819 0.109 -0.418
29 H 1.852 -2.456 -2.027
30 H 0.877 -3.338 -2.679
31 O 0.982 -2.393 -2.496
32 H 0.503 -0.200 -5.066
33 H 0.838 -1.225 -3.926
34 O 1.059 -0.341 -4.292
35 H -2.211 -3.498 2.388
36 H -3.051 -4.258 1.313
37 O -2.154 -4.100 1.634
38 H 0.869 2.056 3.646
39 H -0.060 1.959 4.944
40 O 0.416 1.471 4.264
41 H 1.883 -1.651 -0.196
42 H 3.158 -2.314 -0.609
43 O 2.312 -2.539 -0.199
44 H 2.526 2.833 1.347
45 H 1.136 2.897 0.601
46 O 1.572 2.909 1.459
47 H 0.642 -2.684 2.165
48 H 0.497 -1.466 3.090
49 O 0.559 -2.427 3.091
50 H 1.401 2.161 -2.242
51 H 1.261 0.987 -3.227
52 O 0.824 1.829 -2.942

=====

(11)
Below is a structure of composition C13H20Cl3N9PRuSSi, with properties calculated with ωB97M-V/def2-TZVPD.

Results
- spin multiplicity = 2
- <S²> = 0.757
- HOMO level (alpha / beta) (eV) = -14.00 / -14.46
- E (Ha) = -3504.36568
- molar mass (g mol⁻¹) = 600.9
- LUMO level (alpha / beta) (eV) = -5.87 / -6.83
- net charge = +2
- orbital gap (alpha / beta) (eV) = 8.134 / 7.627

Cartesian coordinates (Å):
1 Ru 0.887 0.800 0.955
2 C -1.864 0.576 -3.900
3 N -0.798 0.932 -2.962
4 C 0.241 1.777 -3.232
5 C 0.996 1.837 -2.102
6 N 0.431 1.033 -1.146
7 C -0.662 0.502 -1.692
8 P -1.874 -0.553 -0.836
9 C -2.093 0.637 0.526
10 N -1.106 1.382 1.035
11 C -1.687 2.227 1.951
12 C -3.025 2.007 1.962
13 N -3.267 1.006 1.061
14 C -4.585 0.454 0.741
15 C -0.719 -1.657 0.027
16 N 0.296 -1.243 0.773
17 C 0.930 -2.360 1.232
18 C 0.281 -3.462 0.760
19 N -0.756 -3.007 -0.002
20 C -1.743 -3.849 -0.678
21 H -1.723 1.155 -4.807
22 H -2.835 0.818 -3.475
23 H -1.816 -0.483 -4.143
24 H 0.356 2.252 -4.191
25 H 1.913 2.376 -1.939
26 H -1.123 2.927 2.540
27 H -3.813 2.469 2.530
28 H -5.313 0.923 1.395
29 H -4.594 -0.619 0.917
30 H -4.844 0.667 -0.293
31 H 1.792 -2.321 1.874
32 H 0.461 -4.513 0.906
33 H -1.367 -4.867 -0.697
34 H -1.887 -3.509 -1.701
35 H -2.690 -3.828 -0.143
36 N 2.993 0.195 2.142
37 N 4.141 -0.369 1.576
38 C 4.213 -0.507 0.246
39 N 5.312 -1.058 -0.260
40 S 2.931 -0.006 -0.727
41 H 3.248 1.047 2.639
42 H 2.589 -0.432 2.832
43 H 4.900 -0.634 2.188
44 H 6.103 -1.319 0.306
45 H 5.402 -1.137 -1.260
46 Cl 0.514 0.556 3.269
47 Si 1.537 2.960 1.168
48 Cl 0.614 4.575 0.392
49 Cl 3.101 3.644 2.245

=====

(12)
Below is an isolated molecule of C3H7NO2 at a distorted geometry, with properties calculated with ωB97M-V/def2-TZVPD.

Results
- SMILES = NC(=O)CCO
- HOMO level (eV) = -10.13
- E (Ha) = -323.73202
- molar mass (g mol⁻¹) = 89.1
- LUMO level (eV) = 0.82
- net charge = 0
- orbital gap (eV) = 10.950

Cartesian coordinates (Å):
1 N 1.497 -0.864 -1.046
2 C 0.350 -0.952 -0.240
3 O -0.403 -1.886 -0.429
4 C -0.017 0.006 1.001
5 C -1.138 0.937 0.556
6 O -0.671 1.560 -0.623
7 H 1.904 -0.026 -1.445
8 H 1.610 -1.678 -1.647
9 H 0.815 0.619 1.371
10 H -0.373 -0.634 1.823
11 H -2.075 0.385 0.381
12 H -1.341 1.698 1.321
13 H -0.159 0.835 -1.023